Entry 1:
C28H72F6N4O12P | the ωB97M-V functional and the def2-TZVPD basis

The calculation puts the energy above the lowest of the compared OMol25 structures with the same formula, charge and spin at 0.0 kcal per mole. The molar mass is 801.86 g mol⁻¹. As for the net charge: -1. The value obtained for the HOMO energy is -0.2164 Eh. As for the calculated total energy: -3172.5373 Ha. Its HOMO-LUMO gap is 8.3 eV.

Atoms and positions in Å:
P 23.3032 -28.0775 -4.6041
F 23.5932 -26.9579 -3.4976
F 22.0703 -27.2522 -5.2570
F 24.3836 -27.3574 -5.5828
F 23.1149 -29.2416 -5.7474
F 24.4736 -29.0004 -3.8935
F 22.3028 -28.8745 -3.6362
C 25.5291 -27.7514 -8.0702
O 26.8343 -28.2179 -8.4606
C 26.9066 -28.9672 -9.6708
C 25.9008 -30.1372 -9.7640
N 24.6268 -29.6656 -10.2692
C 23.5259 -30.5482 -9.9475
C 22.2274 -29.8822 -10.4089
O 22.0049 -28.6815 -9.6889
C 21.4970 -28.8086 -8.4004
H 25.7828 -26.9882 -7.3456
H 25.0007 -28.6034 -7.6445
H 24.9352 -27.3430 -8.8933
H 27.9275 -29.3359 -9.7530
H 26.7046 -28.2192 -10.4462
H 25.8242 -30.6409 -8.7932
H 26.3497 -30.8433 -10.4694
H 24.3628 -28.7266 -10.0163
H 23.4211 -30.8071 -8.8846
H 23.6458 -31.4994 -10.4767
H 21.3233 -30.4987 -10.3591
H 22.3211 -29.5623 -11.4482
H 20.5178 -29.3071 -8.3450
H 21.3479 -27.8467 -7.9079
H 22.1010 -29.3702 -7.6777
C 16.3610 -27.7413 4.8171
O 16.8410 -27.0393 3.6793
C 18.1461 -26.5243 3.7826
C 18.3144 -25.4660 2.6943
N 18.4965 -25.9872 1.3566
C 18.8760 -24.9210 0.4306
C 19.2951 -25.5227 -0.9098
O 20.3705 -26.3767 -0.6828
C 20.9529 -26.9791 -1.8432
H 15.4331 -28.2684 4.6059
H 16.1278 -26.9389 5.5266
H 17.0954 -28.4509 5.2047
H 18.8831 -27.3291 3.6395
H 18.5044 -26.1131 4.7347
H 19.0485 -24.7453 3.0884
H 17.3725 -24.9056 2.6681
H 19.3105 -26.5998 1.3861
H 19.7099 -24.3154 0.8130
H 18.0181 -24.2486 0.3486
H 19.4835 -24.7356 -1.6518
H 18.4300 -26.0375 -1.3493
H 21.5673 -27.8436 -1.6254
H 21.5303 -26.1482 -2.2523
H 20.2746 -27.3050 -2.6369
C 24.9948 -33.7004 -5.5488
O 26.0759 -32.7984 -5.4523
C 25.6176 -31.4399 -5.3571
C 26.8180 -30.6049 -5.8603
N 27.7982 -30.7474 -4.7597
C 29.0888 -30.1218 -4.9015
C 30.1810 -30.8131 -4.0677
O 31.4165 -30.1023 -4.1398
C 32.2635 -30.5067 -5.1774
H 24.5205 -33.6144 -6.5334
H 24.2482 -33.6237 -4.7554
H 25.4478 -34.6956 -5.5428
H 25.2742 -31.2751 -4.3310
H 24.6862 -31.2191 -5.8910
H 26.4584 -29.5718 -5.8778
H 27.1966 -30.9485 -6.8167
H 27.3690 -30.7153 -3.8510
H 29.1019 -29.0502 -4.6713
H 29.4402 -30.2264 -5.9318
H 30.2389 -31.8768 -4.3120
H 29.9722 -30.7906 -2.9950
H 32.4819 -29.7082 -5.9034
H 31.7721 -31.1797 -5.8918
H 33.2165 -30.8860 -4.8072
C 25.5083 -21.6133 -9.2523
O 24.3615 -22.2429 -8.7281
C 24.6414 -23.5744 -8.3421
C 23.3669 -24.3302 -8.0468
N 22.5983 -23.7965 -6.9218
C 21.2666 -24.4142 -6.8437
C 20.4578 -23.5443 -5.8731
O 19.2258 -24.1037 -5.4177
C 18.6083 -23.4063 -4.3906
H 25.8564 -22.1682 -10.1308
H 26.3123 -21.5553 -8.5139
H 25.3216 -20.6112 -9.6366
H 25.2976 -23.5166 -7.4626
H 25.2115 -24.1919 -9.0473
H 23.6733 -25.3651 -7.8831
H 22.8223 -24.2869 -9.0018
H 22.4125 -22.8445 -7.2404
H 21.3940 -25.3668 -6.3310
H 20.7811 -24.5195 -7.8175
H 20.2051 -22.5531 -6.2692
H 21.0998 -23.3974 -4.9994
H 19.0733 -23.3647 -3.4006
H 17.6131 -23.8563 -4.3317
H 18.4001 -22.3736 -4.7209
C 24.6763 -28.9411 -0.4845
C 23.4131 -29.7575 -0.3089
O 23.0118 -30.3345 -1.5409
O 25.8615 -29.7657 -0.5690
H 24.8907 -28.2934 0.3717
H 24.6737 -28.3691 -1.4115
H 22.6162 -29.2301 0.2268
H 23.6346 -30.5873 0.3709
H 22.9296 -29.5934 -2.1760
H 26.4805 -29.3870 -1.1940
C 20.8361 -33.6172 -4.4856
C 21.2440 -32.1697 -4.3942
O 21.9873 -31.7372 -5.5423
O 19.7148 -33.8249 -5.3350
H 20.6226 -33.9616 -3.4714
H 21.6617 -34.2747 -4.7806
H 21.9387 -32.0766 -3.5473
H 20.4237 -31.4765 -4.1915
H 22.1438 -30.7954 -5.3786
H 20.0040 -33.5683 -6.2171

Forces on atoms 1 to 6 (eV/Å):
P 1.8 -0.1 -0.6
F -0.6 0.2 0.1
F 0.5 -0.2 0.4
F -0.6 -0.2 0.5
F 0.0 0.2 0.3
F 0.2 0.4 -0.7

Entry 2:
C4H5O2P | the ωB97M-V functional and the def2-TZVPD basis

The calculation puts the energy above the lowest of the compared OMol25 structures with the same formula, charge and spin at 36.5 kcal per mole. The molar mass is 116.06 g mol⁻¹. The value obtained for the HOMO energy is -0.3119 Eh. As for the calculated total energy: -647.1705 Ha. Its HOMO-LUMO gap is 9.1 eV. Its SMILES is O=C=C/C=C\PO.

Atoms and positions in Å:
C 0.8949 -0.6270 -1.0807
C 2.1227 0.0944 -1.2449
C -0.0788 -0.3160 -0.2434
C 2.9726 -0.2047 -2.1884
O 3.7273 -0.4336 -3.0380
O -1.5727 0.1432 1.9055
P -0.3968 1.0304 1.0402
H 0.9363 -1.5388 -1.7535
H 2.6795 0.8201 -0.5101
H -0.9995 -1.0364 -0.0888
H -1.4894 1.6466 0.4224
H -1.1361 -0.0022 2.6883

Forces on atoms 1 to 6 (eV/Å):
C 0.5 -1.0 -0.7
C 2.1 2.1 1.8
C -3.2 -1.1 1.4
C 0.7 -0.3 -1.1
O -0.2 0.0 0.3
O -0.1 1.0 -2.6

Entry 3:
C6H7LiO4Pt | the ωB97M-V functional and the def2-TZVPD basis

The molar mass is 345.14 g mol⁻¹. As for the net charge: +1. The value obtained for the HOMO energy (spin up / spin down) is -0.4251 / -0.4423 Eh. As for the calculated total energy: -660.0883 Ha. The expectation value of S² is 3.759. Its HOMO-LUMO gap (spin up / spin down) is 7.1 / 5.1 eV. As for the multiplicity: 4.

Atoms and positions in Å:
C -0.4151 -0.8930 1.3528
C -0.0891 0.0851 0.6588
C 0.4401 1.4152 0.3727
C 1.8565 1.3416 -0.2630
O 2.4061 2.5687 -0.4378
Li 2.4669 4.2463 -0.1752
H 0.4930 2.0059 1.3024
H -0.2502 1.9276 -0.3197
H 1.7597 0.7812 -1.2295
H 2.4671 0.6760 0.3904
C -1.9713 -0.9244 -1.2769
O -1.9314 -2.4887 0.5270
C -1.0821 -2.1623 1.3660
O -0.5657 -3.1228 2.1120
H -2.4093 -1.6390 -1.9858
H -2.6533 -0.3476 -0.6318
H 0.1002 -2.7754 2.7223
O -0.8455 -0.3996 -1.5192
Pt 0.2232 -0.2950 -2.9654

Forces on atoms 1 to 6 (eV/Å):
C 0.1 2.1 -2.0
C -0.1 -1.0 3.6
C -0.1 0.0 -0.8
C 0.4 0.9 0.9
O -0.6 -0.3 0.1
Li 0.2 -0.4 -0.2

Entry 4:
C2H2Cl2N | the ωB97M-V functional and the def2-TZVPD basis

The calculation puts the energy above the lowest of the compared OMol25 structures with the same formula, charge and spin at 59.3 kcal per mole. The molar mass is 110.95 g mol⁻¹. As for the net charge: +1. The value obtained for the HOMO energy is -0.5268 Eh. As for the calculated total energy: -1052.1156 Ha. Its HOMO-LUMO gap is 5.5 eV.

Atoms and positions in Å:
C -1.8336 -0.0731 -0.4338
C 0.5489 0.1169 0.0911
N -0.5355 0.1602 -0.3863
Cl -2.7338 -0.6295 0.8698
Cl 3.7724 -0.3702 0.5250
H -2.4099 0.0710 -1.4386
H 3.1914 0.7248 0.7729

Forces on atoms 1 to 6 (eV/Å):
C -1.4 -0.3 -1.0
C 1.6 0.2 0.5
N -2.7 -0.4 -0.1
Cl 1.2 0.7 -1.3
Cl 0.3 -0.4 -0.1
H 1.1 -0.2 1.9

Entry 5:
C33H46AuGe2N4O | the ωB97M-V functional and the def2-TZVPD basis

The calculation puts the energy above the lowest of the compared OMol25 structures with the same formula, charge and spin at 16.4 kcal per mole. The molar mass is 856.95 g mol⁻¹. As for the net charge: +3. The value obtained for the HOMO energy (spin up / spin down) is -0.5650 / -0.5646 Eh. As for the calculated total energy: -5867.7945 Ha. The expectation value of S² is 2.043. Its HOMO-LUMO gap (spin up / spin down) is 5.7 / 3.1 eV. As for the multiplicity: 3.

Atoms and positions in Å:
Au 0.7267 -0.2432 -0.2396
C 3.0224 -0.1460 -4.6622
C 2.3937 -0.7618 -3.4000
Ge 2.2981 0.6192 -2.0309
C 3.9461 0.9275 -1.0395
C 4.8706 1.8458 -1.8599
C 1.4531 2.2388 -2.6245
C 0.2543 2.7179 -2.3023
Ge -0.8544 1.7690 -1.0226
C -2.3101 0.6284 -1.6132
C -3.5141 1.4215 -2.1483
C -0.9952 2.4830 0.7873
C -1.9707 3.6656 0.9133
C -0.3619 3.9583 -2.8278
C 0.2955 4.7958 -3.7256
C -0.3205 5.9437 -4.1930
C -1.6029 6.2780 -3.7741
C -2.2730 5.4576 -2.8846
C -1.6467 4.3105 -2.4240
H 3.0927 -0.9140 -5.4325
H 4.0311 0.2265 -4.4871
H 2.4176 0.6661 -5.0656
H 2.9942 -1.5825 -3.0061
H 1.3889 -1.1365 -3.6006
H 4.4085 -0.0417 -0.8448
H 3.7065 1.3843 -0.0769
H 5.1472 1.4026 -2.8158
H 5.7929 2.0168 -1.3053
H 4.4168 2.8188 -2.0491
H 2.0647 2.7937 -3.3389
H -2.5877 0.0236 -0.7460
H -1.9157 -0.0484 -2.3724
H -3.9251 2.1102 -1.4092
H -4.3034 0.7171 -2.4111
H -3.2638 1.9860 -3.0443
H 0.0071 2.7732 1.1078
H -1.3139 1.6460 1.4155
H -1.6118 4.5414 0.3774
H -2.0691 3.9393 1.9644
H -2.9690 3.4236 0.5450
H 1.2952 4.5617 -4.0709
H 0.2011 6.5850 -4.8909
H -2.0783 7.1762 -4.1448
H -3.2740 5.7089 -2.5578
H -2.1946 3.6717 -1.7325
O -0.1390 -2.2320 -0.8088
C 0.5028 -3.2855 -1.0049
C 1.9372 -3.4526 -0.6293
C 1.8394 -3.8567 0.8731
C 0.8537 -4.9952 1.2237
C -0.6553 -4.6719 1.0994
C -1.2137 -4.8082 -0.3313
N -0.1498 -4.4259 -1.2840
H 2.5156 -2.5355 -0.7469
H 2.4082 -4.2495 -1.2050
H 1.5543 -2.9632 1.4462
H 2.8375 -4.1406 1.2052
H 1.0558 -5.2670 2.2602
H 1.0948 -5.8894 0.6401
H -0.8272 -3.6477 1.4557
H -1.2205 -5.3330 1.7575
H -2.0993 -4.1989 -0.4869
H -1.4716 -5.8404 -0.5516
H 0.4609 -5.1963 -1.5139
C 2.1746 0.8848 3.9336
C 1.8179 0.8997 2.5911
N 0.9402 0.0306 2.0491
C 0.3325 -0.8462 2.8455
C 0.6096 -0.9159 4.2337
C 1.6009 -0.0540 4.7536
C 0.0225 -1.8691 5.1123
C -1.2661 -2.4032 5.1447
C -2.4327 -1.9667 4.4460
C -3.6286 -2.6678 4.6560
C -4.7628 -2.2072 3.9767
N -4.7054 -1.1454 3.1961
C -3.5092 -0.5302 3.0675
N -2.3799 -0.8826 3.6408
H 2.8999 1.5930 4.3112
H 2.2566 1.6195 1.9114
H -0.3456 -1.5456 2.3785
H 1.8759 -0.1108 5.8011
H 0.6736 -2.1821 5.9262
H -1.4465 -3.1875 5.8727
H -3.6709 -3.5323 5.3073
H -5.7253 -2.6921 4.0856
H -3.4844 0.3417 2.4252

Forces on atoms 1 to 6 (eV/Å):
Au -0.2 -0.3 0.3
C 0.0 -0.1 0.0
C -0.1 0.0 0.2
Ge 0.1 0.3 -0.4
C -0.1 -0.1 0.1
C 0.0 0.0 0.1